The following is a DFT calculation (ωB97M-V/def2-TZVPD) of a molecular structure, C25H33BrNOPtS2Te at a distorted geometry.

Summary:
- DFT total energy: -132244.39448 eV
- Frontier orbital gap (spin up / spin down): 4.630 / 4.065 eV
- Total charge: +1
- ΔE to the lowest compared entry with this formula, charge and spin: 255.1 kJ/mol

```
65
C25H33BrNOPtS2Te (ωB97M-V/def2-TZVPD)
Pt 1.79162 -0.84893 1.17268
Te -0.20928 -2.52224 1.96865
Br 1.33570 1.74808 2.18116
S 2.64458 -3.62957 -0.45319
S 4.02769 -1.51027 1.27935
O 0.27625 0.06266 -0.12898
N 3.23739 -1.27168 -1.30453
C 0.20840 0.11078 -3.08061
C -0.73630 1.73400 -1.46524
C -1.88322 1.32270 -3.68815
C -1.10091 5.48592 -0.85923
C 0.34724 2.30589 0.63348
C -0.13437 -6.93516 4.75460
C -0.74183 -6.13268 5.70327
C 0.03833 3.63479 0.47547
C 3.14271 -1.96593 -0.13446
C -0.68137 4.04808 -0.64552
C -0.79798 -4.75879 5.52587
C -0.01475 1.29163 -0.29855
C -1.96006 -0.40516 -1.91931
C -1.09656 0.70892 -2.52885
C -0.27455 -2.70150 4.13802
C 0.93271 -4.34893 2.22231
C -0.53401 6.01021 -2.18992
C 3.13587 -2.05590 -2.52129
C 2.22427 -3.22209 -2.18043
C -0.63097 6.41728 0.26120
C -1.04551 3.06700 -1.58301
C -0.25306 -4.18339 4.39001
C 0.35559 -4.99828 3.43895
C -2.63896 5.51091 -0.89997
C 0.42365 -6.36933 3.62193
H 0.89708 -6.98563 2.87180
H -1.16666 -2.21891 4.53148
H -2.81935 1.75368 -3.34304
H -1.59020 3.37791 -2.45612
H -3.04024 5.11224 0.02918
H -2.12741 0.54389 -4.40490
H -0.98562 7.42593 0.06025
H 0.86183 -4.97904 1.33801
H 0.45473 6.45503 0.31888
H 1.17149 -2.94592 -2.20601
H -0.10494 -8.00412 4.88581
H 0.60448 -2.21675 4.56956
H -1.03249 6.11132 1.22437
H -1.43021 -0.93346 -1.13051
H -0.01155 -0.65832 -3.81733
H 0.80109 0.88691 -3.56084
H -0.89472 5.43510 -3.03733
H 0.55338 5.97153 -2.18079
H 2.72477 -1.44607 -3.32679
H -1.30424 2.08004 -4.20985
H 1.98468 -4.08776 2.37425
H 4.12926 -2.41803 -2.81498
H -2.87353 0.01488 -1.50653
H -3.02381 4.91675 -1.72319
H -2.98994 6.53247 -1.02027
H 2.40208 -4.09714 -2.79957
H 3.81237 -0.43937 -1.32347
H 0.78634 -0.33056 -2.27474
H 0.35580 4.33901 1.22474
H -1.27796 -4.14068 6.26661
H -1.18829 -6.58036 6.57856
H -2.23061 -1.11928 -2.69242
H -0.83593 7.04569 -2.33050
```

---

The following is a DFT calculation (ωB97M-V/def2-TZVPD) of a molecular structure, C25H33Cl3GeMnN5O2SSi.

Summary:
- DFT total energy: -182122.26119 eV
- Frontier orbital gap (spin up / spin down): 6.637 / 6.566 eV
- <S²>: 0.78
- Total charge: +1
- ΔE to the lowest compared entry with this formula, charge and spin: 0.0 kJ/mol
- Multiplicity: 2

```
72
C25H33Cl3GeMnN5O2SSi (ωB97M-V/def2-TZVPD)
Ge 1.00651 1.60826 -1.03256
Mn -1.48269 -1.90185 -0.72683
Cl 0.85718 -0.09860 -4.31304
Cl -1.13496 2.52541 -4.00208
Cl -1.91275 -0.27547 -2.57233
S 1.08721 -2.19773 -1.52811
Si -0.25483 0.99912 -2.97477
O -1.58502 -0.53006 0.74156
O -0.72005 1.36129 2.34105
N -0.37207 -3.07638 0.43919
N -3.00742 -2.49699 0.26923
N -3.25930 -1.92650 1.46513
N -2.17574 -3.40296 -1.96312
N 1.85157 -3.77226 0.48998
C -3.51707 -0.49346 3.84237
C -2.75718 1.23313 5.31225
C 5.27802 1.49805 -0.61794
C -0.58353 -3.73920 1.55781
C -3.38487 -5.50323 -3.29913
C -2.54556 -0.13608 2.89405
C 0.44882 3.37279 -0.40076
C -3.64867 -3.53595 -0.12406
C 1.65820 -4.45919 1.63318
C 0.40397 5.87012 -0.86367
C -2.45849 -0.88034 1.63179
C 2.89958 1.50674 -1.52156
C -2.32793 -4.81575 -3.87469
C 0.90452 4.50359 -1.32115
C -3.62781 0.17624 5.03801
C -1.75353 -3.77276 -3.17381
C -3.84305 -5.11792 -2.05206
C -1.67807 0.93550 3.18440
C 3.79915 1.69202 -0.29874
C 0.80387 6.98542 -1.82014
C -1.79595 1.60803 4.40008
C 6.16533 1.64299 0.61063
C 0.86078 -3.06358 -0.13214
C -3.22428 -4.05388 -1.40973
C 0.42608 -4.46226 2.20845
H 3.08763 0.54072 -1.99701
H 0.39904 6.80951 -2.81901
H 0.43866 7.95431 -1.47957
H -4.67666 -5.62182 -1.58240
H -1.95075 -5.07614 -4.85297
H -0.68507 5.83490 -0.76244
H 5.41877 0.51069 -1.06968
H -1.58348 -3.68191 1.97315
H 5.91112 0.89982 1.37013
H 1.99954 4.52249 -1.36685
H 3.11238 2.27410 -2.27044
H 2.52041 -4.97416 2.03314
H -0.78643 0.81612 1.52999
H 7.21881 1.51670 0.36050
H 3.65439 2.69509 0.11757
H -3.85399 -6.32630 -3.82174
H 0.65800 0.48393 -0.04901
H 0.23095 -4.99171 3.12700
H 0.56476 4.32583 -2.34721
H 1.89019 7.05386 -1.91090
H 6.04867 2.62927 1.06432
H -4.18658 -1.30832 3.60479
H 2.76383 -3.75249 0.05270
H 3.50684 0.99408 0.49516
H -4.44679 -3.98345 0.45624
H 0.79581 6.07692 0.13687
H -0.63545 3.37763 -0.26771
H 5.57547 2.22331 -1.38091
H 0.87449 3.49030 0.59966
H -0.92423 -3.20690 -3.57852
H -1.11762 2.42808 4.59515
H -2.83682 1.76878 6.24955
H -4.38584 -0.10957 5.75372
```

---

The following is a DFT calculation (ωB97M-V/def2-TZVPD) of a molecular structure, C25H33F3FeN5P2SSe.

Summary:
- DFT total energy: -171214.61283 eV
- Frontier orbital gap: 6.180 eV
- Total charge: -1
- ΔE to the lowest compared entry with this formula, charge and spin: 83.2 kJ/mol

```
71
C25H33F3FeN5P2SSe (ωB97M-V/def2-TZVPD)
Se -5.47464 0.86817 -0.69898
Fe -1.11493 -1.39214 -0.14733
S -1.85660 -2.57920 -1.93395
P -0.86589 -0.57094 1.98105
P 0.20614 0.19808 -0.89506
F 1.08761 -3.21142 -0.81681
F 1.54829 -1.98310 0.87809
F 0.07077 -3.58720 1.04446
N 1.90834 1.93542 0.39524
N -2.87180 -0.48482 -0.39930
N 0.99604 1.21367 2.95161
N 0.20314 -2.81614 -3.60071
N -0.75833 -4.83550 -2.80673
C 3.47960 3.44968 1.38824
C 0.47800 0.70044 1.86936
C 0.13169 -5.50634 -3.52365
C 2.57500 2.72444 3.93762
C -0.45203 1.57847 -1.96595
C 2.44329 2.49579 1.51479
C 4.02786 4.01277 2.50432
C -1.86951 0.67978 4.34332
C -1.31072 0.90854 -3.04561
C -0.66946 -3.49850 -2.83653
C -0.21408 -1.64323 3.31181
C -2.24014 0.31910 2.90157
C -2.61249 1.60589 2.16614
C -3.43952 -0.63666 2.92570
C 1.09587 -3.50543 -4.29672
C -1.32341 2.50789 -1.11900
C 2.10232 -2.71456 -5.08447
C 1.98914 2.13146 2.79524
C 0.64074 2.41723 -2.63088
C 3.57089 3.64650 3.79206
C -3.90717 0.01973 -0.55467
C 1.70254 -0.35702 -1.76360
C 1.11231 -4.89530 -4.28141
C 0.94799 1.06600 0.56048
C 0.44448 -2.55753 0.19773
H 3.81219 3.70838 0.39134
H 1.27788 2.91169 -1.89782
H -3.45705 2.07717 2.67602
H -2.11902 0.32247 -2.61193
H 0.17549 -1.03434 4.12545
H -0.98021 1.30771 4.39153
H -1.70464 -0.20295 4.96098
H 2.36751 0.47431 -1.98609
H 1.38233 -0.87692 -2.66800
H 1.27229 1.83314 -3.30009
H 2.32008 -3.18922 -6.04198
H 4.81992 4.74428 2.40738
H 0.05616 -6.58989 -3.48530
H -1.69443 3.31939 -1.75108
H 0.56914 -2.27933 2.91921
H 1.72714 -1.70709 -5.25350
H -0.75533 2.95750 -0.29900
H -2.18691 1.98843 -0.71476
H -3.20645 -1.55389 3.47256
H -3.76945 -0.90266 1.92361
H -4.27338 -0.14799 3.43722
H 3.03843 -2.64219 -4.52565
H 1.83793 -5.46564 -4.84560
H 0.15034 3.18362 -3.23873
H -2.70761 1.23249 4.77855
H -0.71950 0.23251 -3.66896
H 2.22168 -1.07039 -1.12834
H -2.91446 1.41525 1.14121
H -1.78176 2.31670 2.16883
H 2.20811 2.42425 4.91060
H -1.02411 -2.27641 3.67581
H -1.74148 1.68328 -3.68723
H 4.01787 4.10229 4.66630
```

---

Look up the DFT total energy of the first one.
-132244.39448 eV

---

Among the records above, which one has the lowest ΔE to the lowest compared entry with this formula, charge and spin?
C25H33Cl3GeMnN5O2SSi